Record 1
C54H65CsN5O10PS3 | the ωB97M-V functional and the def2-TZVPD basis

As for the net charge: -2. The total energy comes out at -4679.07079 a.u. The value obtained for the strongest force on any atom is 0.62 eV/A. The calculation puts the molar mass at 1204.2 u. The energy above the lowest of the compared OMol25 structures with the same formula, charge and spin comes out at 0.6105 eV.

Each line ends with the Mulliken charge.
Geometry (Å):
Cs (0.04477, 0.68560, -0.84014)  1.356
C (-5.35639, 1.38793, 1.02194)  -0.913
C (-4.45699, 0.37871, 0.72073)  -0.757
C (-3.10268, 0.55613, 0.97231)  1.213
C (-2.64564, 1.74320, 1.52943)  -0.892
C (-3.55027, 2.75954, 1.83502)  -0.304
C (-4.89640, 2.57983, 1.57998)  -0.499
N (-1.22910, 1.83673, 1.73634)  0.222
N (-0.86359, 2.92703, 2.19553)  -0.348
C (0.53652, 3.11749, 2.41288)  -1.503
C (0.75218, 4.20922, 3.26970)  -0.198
C (2.03055, 4.54701, 3.66666)  -1.028
C (3.08448, 3.77922, 3.17972)  -0.758
C (2.83240, 2.73256, 2.29775)  -0.756
C (1.56204, 2.33972, 1.83131)  1.848
H (-6.41332, 1.25089, 0.82612)  0.389
H (-4.79792, -0.55979, 0.30137)  0.519
H (-2.40377, -0.23738, 0.73586)  0.349
H (-3.17655, 3.67942, 2.26497)  0.429
H (-5.59781, 3.37274, 1.81304)  0.350
H (-0.11207, 4.76507, 3.62108)  0.395
H (2.20425, 5.37882, 4.33986)  0.315
H (4.10601, 4.00200, 3.47814)  0.419
H (3.71012, 2.18794, 1.94115)  0.483
O (-2.41502, -4.90106, -5.56442)  -0.742
C (-3.28615, -4.13833, -5.10478)  0.425
O (-4.49985, -4.05294, -5.38969)  -0.756
C (-2.81253, -3.19264, -3.97168)  -0.084
C (-3.72083, -2.38653, -3.29443)  -1.158
C (-3.27083, -1.57676, -2.26643)  0.735
N (-2.00235, -1.53262, -1.85606)  0.960
C (-1.11688, -2.27820, -2.53224)  1.059
C (-1.47939, -3.10378, -3.59153)  -0.758
C (0.34685, -2.16269, -2.08455)  -0.528
O (1.21300, -2.20341, -2.97490)  -0.889
O (0.53090, -1.94992, -0.85177)  -0.451
H (-4.76163, -2.41318, -3.58896)  0.512
H (-3.95865, -0.92610, -1.73255)  -0.555
H (-0.73078, -3.68054, -4.11584)  0.642
C (-3.09402, -5.70361, 1.19843)  -1.316
C (-1.86555, -5.38170, 0.35891)  -0.492
C (-1.40471, -3.93090, 0.37560)  -0.189
N (-0.84676, -3.45929, 1.64577)  2.099
C (-1.53252, -2.83719, 2.59095)  -0.276
S (-3.16361, -2.52046, 2.59549)  -0.343
N (-0.78556, -2.37168, 3.69768)  0.350
C (0.19389, -2.93321, 4.47586)  0.177
O (0.66950, -2.29733, 5.40037)  -0.684
C (0.63462, -4.34419, 4.23508)  0.179
C (1.95988, -4.65430, 4.52334)  -0.435
C (2.41060, -5.95740, 4.39598)  -0.616
C (1.53272, -6.95928, 4.00067)  -0.483
C (0.20394, -6.65533, 3.73722)  -0.723
C (-0.24639, -5.34841, 3.85203)  0.173
H (-3.35602, -6.75964, 1.09824)  0.417
H (-3.94801, -5.10497, 0.88078)  0.290
H (-2.93410, -5.48953, 2.25676)  0.218
H (-2.06835, -5.61961, -0.68891)  0.568
H (-1.02941, -6.02266, 0.66328)  0.245
H (-2.23041, -3.26350, 0.12569)  0.296
H (-0.61945, -3.76144, -0.35333)  -0.851
H (0.16351, -3.39134, 1.66810)  -1.037
H (-1.20389, -1.55641, 4.12611)  0.329
H (2.62431, -3.86009, 4.84190)  0.435
H (3.44838, -6.19002, 4.59627)  0.374
H (1.88528, -7.97772, 3.89500)  0.377
H (-0.48488, -7.43306, 3.43383)  0.432
H (-1.28471, -5.11571, 3.64798)  0.535
O (4.14191, 0.13246, 0.04766)  -1.062
S (3.08152, -0.49351, 0.89663)  2.163
C (3.73326, -0.56535, 2.56320)  -0.338
C (2.84763, -0.50648, 3.62553)  -0.063
C (3.33974, -0.57836, 4.92285)  -1.177
C (4.70728, -0.67318, 5.13591)  -0.609
C (5.58853, -0.69926, 4.05870)  -0.769
C (5.10224, -0.64710, 2.76276)  -0.364
C (3.13362, -2.26343, 0.55930)  -0.483
C (2.64069, -3.19326, 1.46577)  -0.458
C (2.44663, -4.50599, 1.06056)  0.930
C (2.74367, -4.88056, -0.24579)  -1.034
C (3.24960, -3.94750, -1.13546)  -0.326
C (3.44458, -2.63394, -0.73555)  -0.948
H (1.78706, -0.38176, 3.43687)  0.880
H (2.64976, -0.55770, 5.75426)  0.490
H (5.09226, -0.71670, 6.14757)  0.388
H (6.65601, -0.76225, 4.23343)  0.377
H (5.75838, -0.65540, 1.90099)  0.437
H (2.40920, -2.89961, 2.48350)  0.164
H (2.06224, -5.23523, 1.76264)  0.120
H (2.56106, -5.89711, -0.57203)  0.368
H (3.43317, -4.22044, -2.16570)  0.319
H (3.76715, -1.88464, -1.44413)  0.386
C (4.61349, 0.86236, -3.24850)  -0.825
C (4.60721, 2.38015, -3.41558)  -0.416
C (3.21581, 2.99033, -3.27622)  -1.195
S (2.51218, 2.74896, -1.62638)  1.069
O (1.07707, 3.18558, -1.75580)  -0.910
C (3.42380, 4.05917, -0.73440)  -1.170
C (2.51558, 5.20433, -0.31082)  0.433
C (2.10546, 6.12131, -1.45804)  -1.340
H (5.61220, 0.46163, -3.42972)  0.443
H (3.92646, 0.38930, -3.95325)  0.346
H (4.31535, 0.57136, -2.24062)  0.007
H (4.99089, 2.65154, -4.40363)  0.417
H (5.28694, 2.83603, -2.68870)  0.197
H (2.50409, 2.47842, -3.92774)  0.528
H (3.19375, 4.05803, -3.50450)  0.367
H (4.24824, 4.39702, -1.36698)  0.719
H (3.82779, 3.55809, 0.14243)  0.036
H (3.04796, 5.77285, 0.45656)  0.607
H (1.63375, 4.78246, 0.17626)  -0.455
H (2.98384, 6.53642, -1.96273)  0.384
H (1.50626, 6.95721, -1.09170)  0.410
H (1.51011, 5.57537, -2.18952)  0.097
C (-2.91283, 3.24383, -5.97840)  -0.990
C (-2.02056, 3.97036, -4.98973)  -0.270
O (-2.62986, 4.05606, -3.70199)  -0.311
P (-2.35577, 2.77146, -2.69123)  0.338
O (-2.72435, 3.51740, -1.29547)  -0.236
C (-1.79169, 4.49211, -0.79322)  1.275
C (-2.39494, 5.87646, -0.89259)  -1.795
O (-3.70002, 1.89816, -2.84231)  0.028
C (-5.00805, 2.42416, -2.58356)  0.210
C (-6.01615, 1.41340, -3.08091)  -1.330
H (-2.45717, 3.23781, -6.97050)  0.423
H (-3.88539, 3.73457, -6.04252)  0.260
H (-3.07009, 2.21120, -5.66574)  0.156
H (-1.83401, 4.99713, -5.31100)  0.332
H (-1.05310, 3.46306, -4.90711)  0.174
H (-0.84722, 4.42600, -1.34037)  -0.169
H (-1.58643, 4.22742, 0.24543)  -0.306
H (-2.58671, 6.13503, -1.93412)  0.313
H (-1.71151, 6.61119, -0.46094)  0.432
H (-3.33830, 5.91609, -0.34509)  0.340
H (-5.11701, 3.38448, -3.09559)  0.365
H (-5.11110, 2.58977, -1.50973)  -0.063
H (-5.91450, 1.25730, -4.15501)  0.353
H (-7.03004, 1.75893, -2.86777)  0.391
H (-5.86363, 0.45408, -2.58636)  0.153

---

Record 2
C54H67F5O54 | the ωB97M-V functional and the def2-TZVPD basis

As for the net charge: 0. The total energy comes out at -6660.38348 a.u. The value obtained for the strongest force on any atom is 6.17 eV/A. The calculation puts the molar mass at 1675.1 u.

Each line ends with the Mulliken charge.
Geometry (Å):
C (-3.71056, -1.08650, -4.29936)  0.459
C (-4.61404, -2.20145, -4.77070)  0.325
O (-3.89916, -3.32611, -4.61200)  -0.312
C (-2.62286, -2.99259, -4.52473)  0.133
O (-1.67785, -3.81720, -4.45540)  -0.558
O (-2.40062, -1.68844, -4.44001)  0.253
F (-4.83506, -2.12744, -6.14293)  -0.354
H (-3.84406, -0.88944, -3.22546)  -0.342
H (-3.75151, -0.17639, -4.80403)  -0.102
H (-5.66745, -2.24489, -4.39899)  0.328
C (0.48949, -6.03148, -4.21656)  -0.070
C (0.73240, -5.15082, -3.00339)  2.255
O (1.84737, -5.71776, -2.42769)  0.035
C (2.09319, -6.96565, -2.94130)  0.337
O (2.95826, -7.66050, -2.47387)  -0.594
O (1.24140, -7.15582, -4.02548)  -0.381
F (-0.31589, -5.40023, -2.07046)  -0.367
H (0.86049, -5.46207, -5.11246)  0.098
H (-0.57663, -6.16044, -4.22626)  0.387
H (0.87787, -4.05148, -3.11750)  -1.548
C (-0.17921, 1.79724, -3.92734)  0.975
C (0.24014, 2.52104, -5.20948)  0.179
O (-0.80465, 2.24801, -6.09910)  -0.378
C (-1.32214, 1.03231, -5.75018)  -0.104
O (-2.10735, 0.42689, -6.40800)  -0.541
O (-0.88388, 0.68210, -4.48939)  0.886
F (1.32279, 1.95770, -5.83058)  -0.308
H (-0.80501, 2.48925, -3.32299)  -0.909
H (0.71365, 1.51056, -3.34834)  -0.205
H (0.44198, 3.62269, -5.13810)  0.254
C (-0.03354, 2.16156, 5.76388)  0.097
C (-0.34776, 1.50241, 4.40589)  1.225
O (0.14211, 2.43673, 3.47152)  0.490
C (0.38001, 3.63906, 4.11546)  0.161
O (0.48209, 4.67169, 3.54431)  -0.562
O (0.43147, 3.43574, 5.42805)  -0.397
F (-1.68143, 1.28799, 4.27552)  -0.141
H (0.69385, 1.60651, 6.36344)  0.326
H (-0.90907, 2.19716, 6.43948)  -0.093
H (0.21967, 0.59274, 4.20965)  -0.978
C (-0.50825, -1.91214, -1.07537)  1.705
C (0.66191, -0.97428, -0.83972)  -0.120
O (0.60480, -0.68507, 0.58582)  0.229
C (-0.51144, -1.20020, 1.04343)  -0.315
O (-0.93408, -1.06946, 2.15706)  -0.237
O (-1.23607, -1.75844, 0.12786)  0.018
F (0.46513, 0.27425, -1.43702)  0.058
H (-0.19454, -2.92534, -1.23956)  -0.407
H (-1.09349, -1.55869, -1.95351)  -1.071
H (1.64953, -1.23238, -1.09133)  -0.163
C (6.51604, -0.92505, -1.32787)  -0.695
C (5.15254, -0.41754, -1.13971)  1.166
O (4.42221, -1.29374, -2.07183)  0.543
C (5.28532, -1.61117, -3.14718)  0.146
O (4.93899, -2.11671, -4.17169)  -0.552
O (6.53245, -1.27899, -2.81398)  -0.449
H (6.68776, -1.88786, -0.86042)  0.327
H (7.29650, -0.20453, -1.27235)  0.333
H (5.12751, 0.62979, -1.39841)  0.028
H (4.83606, -0.65523, -0.15360)  -0.730
C (0.26374, -3.37553, 4.09698)  0.456
C (1.62821, -2.84340, 3.96493)  0.797
O (1.54262, -1.76520, 4.88451)  -0.042
C (0.69745, -2.05297, 5.89860)  0.487
O (0.74846, -1.50711, 6.93179)  -0.560
O (-0.20388, -3.00021, 5.43404)  -0.476
H (0.16838, -4.42508, 4.11015)  0.354
H (-0.48248, -3.03974, 3.37495)  -0.441
H (1.71957, -2.48852, 2.96916)  -0.782
H (2.48762, -3.51582, 4.18138)  0.308
C (2.77308, 2.86998, 1.31987)  1.233
C (2.84789, 2.11170, 0.01813)  0.960
O (2.96078, 3.17278, -0.92901)  0.277
C (3.49445, 4.32516, -0.31429)  0.526
O (3.73124, 5.34603, -0.85140)  -0.603
O (3.64030, 3.98208, 0.94899)  -0.493
H (3.13442, 2.44196, 2.24272)  -0.076
H (1.82366, 3.36008, 1.52468)  -0.941
H (2.04715, 1.47608, -0.22782)  -0.470
H (3.75592, 1.46860, 0.00978)  -0.725
C (-5.01953, 0.56612, 1.51370)  -0.809
C (-3.64475, 0.66676, 2.12121)  1.657
O (-2.87993, 1.00813, 0.92953)  0.662
C (-3.50255, 0.63736, -0.13501)  -0.322
O (-3.14081, 0.71018, -1.28982)  -0.234
O (-4.73629, 0.22096, 0.13689)  -0.351
H (-5.42784, 1.57214, 1.46359)  0.407
H (-5.72040, -0.13630, 1.87616)  0.396
H (-3.26803, -0.28055, 2.51399)  -0.471
H (-3.58483, 1.47871, 2.84812)  -0.751
C (-2.88009, 4.80087, 6.50069)  -0.425
C (-4.41097, 4.91693, 6.23575)  -0.262
O (-4.52088, 4.21533, 4.99391)  -0.372
C (-3.31961, 3.99383, 4.45031)  0.568
O (-3.23211, 3.64279, 3.30726)  -0.553
O (-2.30876, 4.38129, 5.23416)  -0.055
H (-2.69333, 4.03024, 7.20575)  0.189
H (-2.33718, 5.66354, 6.85873)  0.388
H (-4.76190, 5.93133, 6.04977)  0.297
H (-5.04205, 4.42667, 7.04134)  0.235
C (2.67111, -0.82590, -6.18039)  -0.457
C (2.47665, -2.28292, -6.50023)  -0.712
O (1.95136, -2.81839, -5.28075)  -0.340
C (1.70512, -1.85303, -4.38917)  -0.236
O (1.12238, -2.00623, -3.35754)  -0.326
O (2.15839, -0.67773, -4.83837)  0.651
H (2.07386, -0.16911, -6.80743)  0.303
H (3.71982, -0.55722, -6.09529)  0.311
H (3.36509, -2.83996, -6.80678)  0.298
H (1.77466, -2.38305, -7.29881)  0.336
C (4.50899, 4.81227, -3.96506)  -0.423
C (3.24717, 4.06717, -4.16320)  0.388
O (3.54915, 2.69359, -4.05126)  0.147
C (4.87763, 2.51103, -3.87427)  0.362
O (5.41611, 1.46256, -3.56418)  -0.533
O (5.49526, 3.72910, -3.89954)  -0.399
H (4.51453, 5.36361, -2.96568)  0.096
H (4.81762, 5.49735, -4.73812)  0.324
H (2.86248, 4.28151, -5.14056)  0.478
H (2.50392, 4.44943, -3.41721)  -0.243
C (3.83643, -5.60863, 0.10531)  -0.321
C (3.66735, -4.25094, -0.53459)  -0.131
O (2.33007, -3.80698, -0.26331)  0.793
C (1.94144, -4.51296, 0.80238)  -0.008
O (0.97352, -4.25194, 1.41262)  -0.464
O (2.74364, -5.53577, 1.10497)  -0.499
H (4.71469, -5.78008, 0.75709)  0.294
H (3.63626, -6.38808, -0.60019)  0.132
H (3.71733, -4.37486, -1.59935)  0.390
H (4.39588, -3.52354, -0.20070)  0.046
C (-3.16728, -3.59259, 1.64114)  0.714
C (-4.44543, -3.49805, 2.36439)  -0.109
O (-5.27285, -2.65520, 1.44711)  -0.366
C (-4.78425, -2.83755, 0.17283)  0.487
O (-5.31470, -2.37444, -0.82820)  -0.516
O (-3.59658, -3.53574, 0.23980)  -0.232
H (-2.59272, -4.48387, 1.75655)  0.489
H (-2.54693, -2.68287, 1.72178)  -0.710
H (-4.33312, -2.87202, 3.27765)  0.062
H (-5.08746, -4.42943, 2.47196)  0.285
C (-2.88658, -1.18366, 8.22658)  -0.377
C (-3.76347, -1.30059, 6.93808)  0.216
O (-4.30343, 0.07762, 6.88564)  -0.316
C (-3.43563, 0.88187, 7.52199)  0.709
O (-3.60073, 2.08030, 7.55154)  -0.596
O (-2.45463, 0.21718, 8.22114)  -0.326
H (-1.97091, -1.80129, 8.20534)  0.213
H (-3.33171, -1.48208, 9.15430)  0.287
H (-4.56009, -2.04259, 7.03341)  0.340
H (-3.18931, -1.52140, 6.02838)  -0.147
C (-3.98526, 3.79073, -4.65286)  -0.348
C (-4.12376, 2.72583, -3.60116)  0.984
O (-5.02630, 1.76773, -4.19059)  -0.328
C (-5.46239, 2.23472, -5.42795)  0.659
O (-6.19520, 1.72459, -6.24343)  -0.551
O (-4.80709, 3.43305, -5.75627)  -0.400
H (-2.97219, 3.88436, -4.97298)  0.151
H (-4.25823, 4.79845, -4.36061)  0.314
H (-4.56145, 3.13588, -2.66902)  0.315
H (-3.19252, 2.25842, -3.39391)  -0.715
C (4.09852, 0.32106, 3.83185)  0.225
C (4.56631, -0.87350, 4.67395)  -0.503
O (4.51778, -1.99754, 3.72843)  -0.427
C (4.24423, -1.55508, 2.51569)  0.148
O (3.93802, -2.23325, 1.60211)  -0.128
O (4.26350, -0.19458, 2.49126)  -0.117
H (4.75828, 1.16460, 3.95366)  0.588
H (3.00400, 0.53943, 3.94500)  -0.424
H (3.97684, -1.08122, 5.59124)  0.184
H (5.60785, -0.71146, 4.99482)  0.411
C (-0.38580, 5.13684, 0.57746)  -0.016
C (-1.67030, 4.41069, 0.15254)  0.286
O (-1.52817, 4.57828, -1.26870)  -0.398
C (-0.19343, 4.71668, -1.57019)  0.585
O (0.16999, 4.83362, -2.71163)  -0.594
O (0.57051, 4.70715, -0.43182)  -0.163
H (0.08326, 4.75824, 1.49642)  -0.201
H (-0.54946, 6.29312, 0.51571)  0.167
H (-2.53520, 4.99435, 0.35782)  0.425
H (-1.70647, 3.35778, 0.57144)  -0.251